(1)
66
Properties=species:S:1:pos:R:3 method="wB97M-V/def2-TZVPD" charge=-1 homo_lumo_gap_ev="5.322 / 4.815" spin_multiplicity=1
In 0.15653 -0.54892 -0.10489
C 1.82823 1.47308 5.33761
C 1.67323 2.09168 3.95831
N 2.41653 1.33488 2.98101
C 1.92183 0.41108 2.09801
S 0.39853 -0.36992 2.38621
N 2.68613 0.13988 1.05871
N 2.17663 -0.77682 0.13711
C 2.51003 -2.00622 0.38341
C 3.57643 -2.43372 1.36441
C 1.70813 -3.04492 -0.27959
C 2.26843 -4.18822 -0.83319
C 1.40933 -5.11092 -1.42499
C 0.03933 -4.85832 -1.43489
C -0.42047 -3.68542 -0.85469
N 0.38443 -2.77312 -0.28389
H 1.30463 2.07678 6.08541
H 2.88373 1.41518 5.62471
H 1.41923 0.45878 5.37371
H 2.08323 3.10788 3.98921
H 0.61673 2.20358 3.69471
H 3.22743 1.79088 2.59011
H 3.30033 -2.13172 2.37801
H 4.52513 -1.96022 1.09501
H 3.72083 -3.51652 1.37041
H 3.33843 -4.35042 -0.82059
H 1.80343 -6.01642 -1.87519
H -0.65747 -5.55602 -1.88409
H -1.47697 -3.43612 -0.82999
F -8.15557 -0.58492 0.08131
C -6.81377 -0.57732 0.03861
C -6.12137 0.60458 0.25191
F -6.80097 1.73558 0.50021
C -4.72977 0.61988 0.20901
F -4.11017 1.79388 0.42311
C -4.01557 -0.56152 -0.05059
S -2.29177 -0.54892 -0.10489
C -4.73137 -1.75072 -0.26449
F -4.11307 -2.91752 -0.51799
C -6.12297 -1.75132 -0.21869
F -6.80397 -2.89002 -0.42369
Se 0.15653 2.03438 -0.10489
C 0.15963 3.95348 -0.10599
C 0.54543 4.65548 1.03951
C 0.54093 6.05278 1.01851
N 0.16403 6.71628 -0.10759
C -0.21497 6.05268 -1.23289
C -0.22397 4.65538 -1.25229
H 0.84513 4.12648 1.93501
H 0.83693 6.60958 1.89751
H -0.50927 6.60938 -2.11249
H -0.52537 4.12628 -2.14719
C -0.20057 -0.47742 -4.37299
P 0.15653 -0.54892 -2.57539
C 1.59203 0.58968 -2.48989
C 1.02383 -2.16272 -2.48649
H 0.69533 -0.66312 -4.97299
H -0.59357 0.50688 -4.64409
H -0.95137 -1.22622 -4.64189
H 2.36173 0.32888 -3.22239
H 2.04473 0.55728 -1.49449
H 1.27373 1.61848 -2.68239
H 1.83353 -2.22972 -3.21929
H 0.32403 -2.98172 -2.67679
H 1.45283 -2.30982 -1.49099
H 1.20033 0.49488 0.93891

(2)
14
Properties=species:S:1:pos:R:3 method="wB97M-V/def2-TZVPD" charge=0 smiles="C[C@H]1C=C[C@@H]1O" homo_lumo_gap_ev=10.001 spin_multiplicity=1 relative_energy_kcal_mol=50.7
C -1.21164 1.36367 -0.00973
C -0.25197 0.31664 0.51079
C -0.68421 -1.08877 0.60218
C 0.34246 -1.66542 -0.05118
C 1.00319 -0.43033 -0.50150
O 2.35542 -0.30606 -0.21376
H -1.69320 1.02997 -0.92888
H -1.99532 1.56291 0.72478
H -0.69773 2.30422 -0.20807
H 0.33399 0.66240 1.35965
H -1.62015 -1.48901 0.96292
H 0.68149 -2.68381 -0.15083
H 0.74864 -0.09332 -1.50883
H 2.68903 0.51691 -0.58754

(3)
49
Properties=species:S:1:pos:R:3 method="wB97M-V/def2-TZVPD" charge=0 smiles="NC(N)=O.NC(N)=O.CC(C)O.CC(C)O.CCO" homo_lumo_gap_ev=9.472 spin_multiplicity=1
N 23.83952 26.96999 -3.53325
C 22.87529 26.02804 -3.29494
N 21.60075 26.47119 -3.56159
O 23.07352 24.90631 -2.84953
H 24.78928 26.66254 -3.64008
H 23.54751 27.82214 -3.98935
H 20.86284 25.89854 -3.19406
H 21.43435 27.42619 -3.82552
N 22.20992 23.86353 -0.19150
C 21.34917 24.34869 0.76020
N 21.56383 23.83697 2.01048
O 20.57785 25.27317 0.53819
H 23.04693 23.42776 0.14417
H 22.11980 24.22516 -1.12246
H 21.97194 22.92523 2.10448
H 21.15598 24.27109 2.81499
C 26.00262 20.68530 -1.54525
C 25.54624 22.11441 -1.35519
C 26.18816 23.07240 -2.34896
O 24.11439 22.19234 -1.42389
H 27.08722 20.64258 -1.61021
H 25.53748 20.38086 -2.48834
H 25.61956 19.99472 -0.79572
H 25.79310 22.55344 -0.37843
H 25.91918 22.94234 -3.40023
H 27.27875 23.00562 -2.30074
H 25.93024 24.09865 -2.07546
H 23.86100 22.86265 -2.07124
C 25.93645 27.62154 1.63266
C 25.58958 27.20486 0.21601
C 24.68264 25.99359 0.18259
O 24.95632 28.29811 -0.45110
H 26.66120 28.43423 1.64594
H 26.39382 26.75492 2.11202
H 25.02336 27.95164 2.12674
H 26.53050 26.97961 -0.30762
H 25.09078 25.06355 0.59059
H 24.26441 25.78955 -0.80396
H 23.84034 26.15637 0.86900
H 24.32855 27.93740 -1.08598
C 20.38503 30.16894 -5.15355
C 21.62400 30.19158 -4.27375
O 22.69189 29.42209 -4.83215
H 20.60710 30.52530 -6.16473
H 19.64200 30.88020 -4.77452
H 19.84388 29.22644 -5.21753
H 21.32826 29.63622 -3.37917
H 21.92300 31.20222 -4.00546
H 23.04527 29.89227 -5.59365

(4)
48
Properties=species:S:1:pos:R:3 method="wB97M-V/def2-TZVPD" charge=0 homo_lumo_gap_ev="7.635 / 7.821" s_squared=0.7937 spin_multiplicity=2
Fe 1.11573 0.31010 -0.87426
C 1.66851 -3.59030 -1.48910
C 1.34683 -2.21532 -2.03703
C 0.56425 -2.28720 -3.34269
O 0.53034 -1.48247 -1.08003
C 2.61275 -1.38686 -2.30805
O 3.60768 -1.82857 -2.81557
O 2.48572 -0.10712 -1.95290
H 0.77135 -4.20957 -1.45328
H 2.08980 -3.52389 -0.48415
H 2.40602 -4.05566 -2.13920
H -0.34429 -2.87594 -3.20653
H 1.18424 -2.75600 -4.10533
H 0.28511 -1.28809 -3.68084
H 0.62441 -1.83001 -0.13823
O 0.49662 -1.77789 1.42018
C 0.70750 -0.61853 1.79216
O 0.94762 0.35779 0.98544
C 0.69754 -0.28228 3.25234
C 0.58344 -1.32016 4.17134
C 0.57488 -1.04827 5.52824
C 0.67594 0.27129 5.92812
C 0.78326 1.32341 5.03864
C 0.79697 1.03531 3.68407
N 0.66971 0.57051 7.38170
O 0.75193 1.73488 7.71429
O 0.58437 -0.36873 8.14512
H 0.50211 -2.33546 3.80995
H 0.49071 -1.83005 6.26752
H 0.85501 2.33468 5.40862
H 0.88277 1.82789 2.95510
C -3.98454 1.09933 -3.29462
C -3.34070 -0.05302 -2.79714
C -2.09029 0.02524 -2.25302
C -1.41417 1.26868 -2.18063
C -0.10990 1.45114 -1.63425
C 0.48455 2.67962 -1.55879
C -0.18403 3.82836 -2.04506
C -1.42538 3.69407 -2.58701
C -2.06877 2.43140 -2.66827
C -3.36444 2.31156 -3.22818
H -4.97477 1.01777 -3.72387
H -3.84802 -1.00826 -2.84551
H -1.60532 -0.85446 -1.86420
H 1.48458 2.79787 -1.13636
H 0.29518 4.79683 -1.98927
H -1.94790 4.56357 -2.96818
H -3.85493 3.20283 -3.60127

(5)
79
Properties=species:S:1:pos:R:3 method="wB97M-V/def2-TZVPD" charge=-1 homo_lumo_gap_ev="6.489 / 5.991" s_squared=2.0082 spin_multiplicity=3 relative_energy_kcal_mol=0.0
C -1.96402 -2.52712 5.99597
C -2.13578 -1.01069 5.93966
C -1.14472 -0.10786 5.59045
C -1.39938 1.24211 5.61653
C -2.65136 1.69890 5.94646
C -3.66450 0.82959 6.26272
C -5.06854 1.29308 6.60009
S -6.36894 0.60858 5.54136
O -7.61082 0.86874 6.24933
O -6.21015 1.32609 4.28781
O -6.14458 -0.80907 5.37212
C -3.38337 -0.52313 6.27449
H -2.67718 -2.86830 6.75299
H -2.29748 -2.96921 5.05070
H -0.94554 -2.81049 6.27137
H -0.16581 -0.48941 5.30208
H -0.60083 1.93735 5.37283
H -2.85175 2.76889 5.95742
H -5.08629 2.37533 6.42420
H -5.28166 1.14663 7.66381
H -4.16777 -1.22168 6.55147
C 1.63562 -3.19495 0.45350
C 1.14064 -2.07856 1.41039
C 0.15233 -1.16493 0.67407
C 0.80745 -0.17442 -0.28561
C 1.92723 0.58922 0.41434
C 2.95639 -0.33397 1.06923
N 2.31277 -1.33876 1.96405
O 1.94173 -0.74417 3.06112
C 3.78290 -1.03195 -0.02831
C 3.97884 0.50893 1.83223
C 0.38167 -2.80274 2.51166
H 2.64764 -3.51596 0.70539
H 1.00683 -4.08251 0.52397
H 1.61895 -2.89277 -0.59444
H -0.42741 -0.59327 1.40643
H -0.56952 -1.77592 0.12708
H 1.18855 -0.69104 -1.16933
H 0.05874 0.52928 -0.64887
H 2.42720 1.24581 -0.30335
H 1.48690 1.24826 1.17003
H 4.48154 -1.75025 0.40539
H 4.36783 -0.29549 -0.58191
H 3.18204 -1.55018 -0.77160
H 3.51388 1.15227 2.57803
H 4.51646 1.15845 1.14047
H 4.71248 -0.12534 2.33424
H 1.04034 -3.45337 3.09239
H -0.40871 -3.42283 2.08828
H -0.10271 -2.10784 3.19671
C 0.26527 3.20197 -5.59866
C 0.93039 2.18668 -4.63368
C 2.24991 1.68298 -5.23166
C 2.08332 0.64794 -6.34316
C 1.15707 -0.47930 -5.89602
C -0.19231 0.02996 -5.38629
N -0.02826 1.07955 -4.33846
O 0.33219 0.50349 -3.22985
C -1.01567 0.56727 -6.57313
C -1.01288 -1.14946 -4.86297
C 1.25877 2.99534 -3.37736
H -0.82113 3.18244 -5.50878
H 0.57229 4.22287 -5.37202
H 0.52934 3.03016 -6.64262
H 2.85776 1.23325 -4.43901
H 2.82403 2.53195 -5.61081
H 1.70104 1.12108 -7.25219
H 3.06022 0.23534 -6.60426
H 0.99735 -1.17386 -6.72423
H 1.65591 -1.05596 -5.10993
H -1.95677 1.00059 -6.23087
H -1.25718 -0.24515 -7.25981
H -0.49711 1.31334 -7.17050
H -0.49407 -1.70457 -4.08243
H -1.21483 -1.85083 -5.67288
H -1.97177 -0.81285 -4.46542
H 0.35125 3.36111 -2.89298
H 1.87121 3.85782 -3.64104
H 1.82659 2.41754 -2.64840

(6)
20
Properties=species:S:1:pos:R:3 method="wB97M-V/def2-TZVPD" charge=0 smiles=CNB(C)N(C)C homo_lumo_gap_ev=8.870 spin_multiplicity=1 relative_energy_kcal_mol=9.8
C 0.05363 0.35885 2.81186
N 0.33319 -0.33316 1.52578
B -0.10189 0.23937 0.12007
C -0.55315 1.77954 0.00764
N 0.05995 -0.56499 -1.06168
C -0.16851 -0.01241 -2.39104
C 0.57857 -1.90069 -0.99449
H 0.30683 -0.35774 3.78018
H 0.75663 1.13986 2.92292
H -0.95239 0.74174 2.91549
H 0.50797 -1.39545 1.51584
H 0.23735 2.36745 -0.47111
H -0.93183 2.08736 0.94320
H -1.49085 2.12122 -0.57968
H -0.49056 -0.92365 -2.95616
H -0.94291 0.78232 -2.25723
H 0.78346 0.33839 -2.78389
H 1.50351 -1.76009 -1.52894
H 0.68132 -2.25992 0.06964
H -0.17033 -2.44802 -1.58841

(7)
16
Properties=species:S:1:pos:R:3 method="wB97M-V/def2-TZVPD" charge=-1 homo_lumo_gap_ev=4.529 spin_multiplicity=1 relative_energy_kcal_mol=104.4
C 0.53730 3.89178 0.28515
O 0.37558 5.17133 -0.12415
C -0.27223 2.82539 -0.50586
C -0.79157 -4.10654 -1.01975
C -0.59267 -4.31551 0.33024
N 0.55492 -3.75622 1.13428
H 1.60709 3.60043 0.17148
H 0.26336 3.61930 1.33244
H -1.03352 -5.01825 -1.53860
H 0.11372 2.88833 -1.52085
H -1.34388 3.10052 -0.62029
H -0.37856 -3.16137 -1.40634
H -0.98518 -5.00144 1.10878
H 0.06755 -3.01469 0.48697
H 1.47355 -3.82762 0.70569
H -0.12697 1.73710 -0.28833

(8)
14
Properties=species:S:1:pos:R:3 method="wB97M-V/def2-TZVPD" charge=0 smiles="CC(=O)[C@@H](C)O" homo_lumo_gap_ev=10.429 spin_multiplicity=1 relative_energy_kcal_mol=19.7
C 0.21600 -1.08859 -1.73547
C -0.03347 0.10477 -0.84319
O -0.38543 1.16568 -1.31531
C 0.13788 -0.07034 0.67198
C 0.07161 1.26319 1.39423
O -0.80770 -1.01840 1.15223
H 1.18421 -0.94307 -2.22868
H -0.54967 -1.11784 -2.51552
H 0.23371 -2.03422 -1.19028
H 1.09962 -0.55942 0.86987
H 0.88764 1.89481 1.03434
H 0.16765 1.11132 2.47814
H -0.87494 1.77096 1.16477
H -1.69620 -0.65005 1.03726

Energy (eV)
-147834.260 -7360.055 -27056.376 -72276.463 -51743.541 -8015.625 -7843.010 -8372.429